No. 1
{
  "formula": "C8H9CrF15N3O21S5",
  "method": "the ωB97M-V functional and the def2-TZVPD basis",
  "s2": 20.035,
  "total_charge": -3,
  "spin_multiplicity": 9,
  "largest_force_ev_per_a": 4.84,
  "homo_ev": [0.73, -1.99],
  "e_tot_ev": -179251.5379,
  "lumo_energy_ev": [4.69, 0.10],
  "e_above_lowest_ev": 5.650,
  "elements": ["Cr", "C", "F", "F", "F", "S", "O", "O", "O", "C", "F", "F", "F", "S", "O", "O", "O", "C", "F", "F", "F", "S", "O", "O", "O", "C", "F", "F", "F", "S", "O", "O", "O", "C", "F", "F", "F", "S", "O", "O", "O", "C", "N", "O", "O", "H", "H", "H", "C", "N", "O", "O", "H", "H", "H", "C", "N", "O", "O", "H", "H", "H"],
  "positions_angstrom": [[0.295798, -0.542269, 0.003671], [3.093738, 0.963551, 6.693101], [3.395628, -0.402849, 6.605431], [1.952778, 1.178461, 7.423751], [4.080438, 1.557761, 7.270271], [2.933888, 1.722801, 4.847971], [2.378068, 0.605311, 4.036611], [2.074868, 2.888671, 4.965701], [4.292418, 2.076741, 4.353201], [7.361518, -1.919349, -2.490019], [8.540808, -1.585049, -3.063209], [6.619578, -2.679149, -3.271299], [7.560488, -2.418759, -1.288979], [6.351458, -0.280689, -2.337289], [5.077748, -0.629829, -1.724179], [7.203168, 0.507981, -1.395839], [6.178988, 0.335911, -3.659569], [0.908978, 7.304541, -0.804689], [0.613598, 7.277101, 0.493631], [-0.217272, 7.186471, -1.526499], [1.470428, 8.466481, -1.157489], [2.078628, 5.809761, -1.182819], [2.357668, 5.884731, -2.636849], [3.383428, 5.883821, -0.501389], [1.337478, 4.555431, -0.940879], [1.511888, -3.300349, -7.178199], [0.634718, -3.813849, -8.063809], [1.685518, -4.163129, -6.163139], [2.720188, -3.034449, -7.841119], [0.786158, -1.730569, -6.315539], [1.655658, -0.638159, -6.610169], [-0.472062, -1.488559, -7.076069], [0.571878, -1.943689, -4.879839], [-6.201392, 2.829171, -1.932239], [-6.408452, 2.817191, -0.640659], [-7.382882, 3.034511, -2.573399], [-5.383392, 3.864411, -2.192999], [-5.329362, 1.255381, -2.525939], [-5.166072, 1.436811, -3.982409], [-4.051302, 1.188291, -1.784109], [-6.154952, 0.085511, -2.278379], [0.389158, -8.112619, 0.607861], [1.325738, -7.092469, -0.026239], [2.243818, -7.514459, -0.614079], [1.106688, -5.899299, 0.139541], [-0.571082, -8.173559, 0.095681], [0.350618, -7.653629, 1.595751], [0.853248, -9.098299, 0.641881], [-5.256162, -3.674879, 2.645781], [-3.793572, -3.566479, 3.061811], [-3.032942, -2.995999, 2.310071], [-3.473132, -4.031569, 4.171181], [-5.556732, -4.643069, 3.046241], [-5.056142, -3.727799, 1.575601], [-5.623112, -2.734389, 3.056811], [-4.140722, 4.720601, 4.610891], [-3.939282, 3.262971, 4.236741], [-3.211932, 3.134891, 3.205281], [-4.514962, 2.403491, 4.911981], [-4.359892, 4.775601, 5.677211], [-4.875502, 5.249951, 4.004291], [-3.204542, 5.224921, 4.371401]],
  "forces_ev_per_a": [[0.0, 0.0, 0.0], [-1.3, -0.7, -3.3], [-0.8, 1.9, 0.7], [1.1, -0.8, -0.4], [1.3, 0.6, 1.5], [0.7, -1.3, -3.5], [0.4, 1.4, 2.1], [-0.1, -0.4, 1.0], [-1.4, -0.6, 2.0], [-1.7, 4.5, -0.1], [0.0, -1.2, 0.0], [0.6, -1.6, -0.4], [0.3, -1.0, -0.1], [-0.1, 2.7, 2.2], [0.6, -0.9, -0.5], [-0.5, -1.3, -1.7], [0.9, -1.2, 0.4], [-0.2, -0.6, -0.3], [0.2, 0.3, -0.6], [0.7, -0.3, 0.5], [0.1, -0.6, 0.5], [1.5, -2.3, -0.5], [-0.6, 0.5, 0.7], [-2.4, 0.7, -0.4], [0.5, 2.3, 0.0], [0.8, 0.3, 0.3], [1.0, 0.5, 0.7], [0.4, 0.3, -1.3], [-2.5, -0.6, 1.5], [-1.7, -0.1, 1.0], [0.9, 0.6, -0.4], [0.8, -0.5, 0.7], [0.3, -0.4, -2.5], [1.0, -0.9, -1.4], [-0.6, 0.0, 1.1], [0.4, 0.1, 0.4], [-0.4, 0.2, -0.1], [2.8, -2.3, -1.7], [-0.4, 1.0, 1.4], [-2.0, 1.2, -0.5], [-1.1, 0.8, 0.8], [0.4, 0.8, 0.7], [-2.4, 1.6, 1.0], [2.9, -1.7, -1.9], [-0.5, -1.1, 0.2], [0.2, 0.5, 0.1], [-0.8, -0.5, 0.1], [0.2, 0.3, -0.2], [2.6, -0.3, -0.2], [1.1, -0.2, 1.4], [-0.6, -0.4, 0.4], [-0.6, 0.4, -1.3], [-0.6, 0.6, 0.2], [-1.2, 0.4, -0.1], [-0.8, -0.4, -0.4], [0.8, 0.0, 0.4], [0.7, 0.5, -2.2], [-2.3, -0.6, 3.2], [1.2, 1.1, -1.4], [-0.1, -0.1, -0.2], [-0.3, -0.8, 0.0], [0.1, -0.3, 0.2]],
  "lowdin_spin": [5.898, 0.000, 0.000, 0.000, 0.000, 0.005, 0.012, 0.000, 0.000, 0.000, 0.000, 0.000, 0.000, 0.002, 0.008, 0.001, 0.001, -0.012, -0.003, -0.003, -0.003, -0.071, 0.456, 0.291, 0.354, -0.012, -0.002, -0.003, -0.002, -0.061, 0.330, 0.468, 0.296, 0.000, 0.000, 0.000, 0.000, 0.004, 0.000, 0.010, 0.000, 0.000, 0.000, 0.000, 0.008, 0.000, 0.000, 0.000, 0.000, 0.000, 0.022, 0.000, 0.000, 0.000, 0.000, 0.000, 0.000, 0.002, 0.000, 0.000, 0.000, 0.000]
}

=====

No. 2
{
  "formula": "C5H8ClF3LiN2O7S2",
  "method": "the ωB97M-V functional and the def2-TZVPD basis",
  "total_charge": -1,
  "largest_force_ev_per_a": 2.13,
  "homo_ev": -5.40,
  "e_tot_ev": -65176.2685,
  "lumo_energy_ev": 2.86,
  "e_above_lowest_ev": 0.204,
  "elements": ["Li", "O", "Cl", "O", "O", "O", "C", "N", "C", "C", "N", "C", "S", "H", "H", "H", "H", "H", "H", "H", "H", "F", "C", "F", "F", "S", "O", "O", "O"],
  "positions_angstrom": [[0.038023, -1.533705, 1.431545], [0.172648, -4.619924, -0.163965], [0.517225, -3.724930, 0.866559], [1.409928, -4.332619, 1.769870], [-0.657484, -3.295607, 1.555929], [1.127147, -2.554320, 0.303813], [0.485824, -0.368583, -2.288229], [-0.590673, 0.475808, -1.857746], [-0.482575, 1.914078, -1.756620], [-1.636085, 2.289706, -0.813169], [-2.460205, 1.095385, -0.843874], [-1.711107, 0.027473, -1.265718], [-2.228994, -1.527900, -1.239472], [1.445397, 0.072623, -2.016205], [0.453771, -0.522829, -3.373437], [0.407559, -1.335351, -1.785254], [-0.618179, 2.365394, -2.749657], [0.490452, 2.216775, -1.360900], [-2.211549, 3.152228, -1.165466], [-1.261082, 2.491558, 0.196452], [-3.081624, 0.925569, -0.068086], [2.404183, 2.385482, 2.033454], [2.123833, 1.078612, 1.876693], [3.003231, 0.407070, 2.622019], [2.389872, 0.797486, 0.594510], [0.349514, 0.614570, 2.334741], [-0.129441, 1.738612, 3.084088], [-0.279145, 0.401559, 1.047321], [0.529536, -0.634220, 3.030805]],
  "forces_ev_per_a": [[-0.6, 0.2, -0.2], [-0.4, -0.7, -1.0], [0.4, -2.0, -0.6], [1.0, -0.5, 1.0], [-1.3, 0.7, 0.9], [0.8, 1.5, -0.5], [0.1, -0.3, -0.2], [-0.1, 0.3, 0.7], [0.0, 0.3, -0.2], [0.0, 0.4, 0.2], [0.2, 0.2, 0.1], [-0.4, 0.1, -0.7], [-0.2, -0.8, 0.3], [0.0, 0.1, 0.0], [0.1, 0.0, 0.1], [0.0, 0.1, -0.1], [0.1, 0.0, 0.1], [0.0, -0.1, 0.0], [0.2, -0.1, 0.0], [-0.1, 0.0, -0.1], [0.1, -0.2, -0.1], [-0.4, -0.1, 0.1], [0.3, 0.2, 0.0], [-0.1, -0.1, 0.1], [-0.2, -0.2, -0.1], [0.8, 1.8, 0.4], [0.0, -0.1, 0.1], [-0.1, -0.2, -0.4], [0.1, -0.6, 0.5]],
  "lowdin_charge": [0.588, -0.307, 0.580, -0.308, -0.397, -0.410, -0.058, -0.169, -0.125, -0.162, 0.006, -0.921, 0.651, 0.087, 0.089, 0.048, 0.117, 0.117, 0.109, 0.102, 0.125, 0.110, -0.626, 0.128, 0.112, 0.471, -0.277, -0.346, -0.333]
}

=====

No. 3
{
  "formula": "C3H9NOS",
  "method": "the ωB97M-V functional and the def2-TZVPD basis",
  "largest_force_ev_per_a": 3.97,
  "homo_ev": -8.11,
  "e_tot_ev": -17624.7021,
  "lumo_energy_ev": 0.42,
  "e_above_lowest_ev": 5.503,
  "elements": ["C", "C", "C", "N", "O", "S", "H", "H", "H", "H", "H", "H", "H", "H", "H"],
  "positions_angstrom": [[0.509920, 0.741999, -1.825341], [-0.349728, -0.266545, -1.621225], [-0.765147, -0.420287, 1.671003], [0.477100, -0.338594, 1.074779], [-1.593868, -1.444065, 1.224983], [1.118622, 1.070894, 0.899654], [1.565981, 0.611453, -2.132771], [0.034817, 1.564982, -2.264874], [0.897170, 1.307676, -0.572182], [-1.496256, -0.082900, -1.403178], [-0.000558, -1.228432, -1.268528], [-1.360848, 0.450081, 1.417701], [-0.610087, -0.515013, 2.832203], [-0.886157, -2.146051, 1.100911], [2.459040, 0.694802, 0.866865]],
  "forces_ev_per_a": [[0.7, -0.5, -2.0], [-2.1, -0.7, 2.4], [-1.7, 1.7, 3.1], [1.6, -1.4, -1.5], [2.2, -2.2, -0.6], [1.0, 0.2, 0.9], [-0.7, -0.3, 0.3], [-0.3, 1.7, -0.4], [0.5, 0.1, 0.4], [2.5, -0.3, -0.8], [-0.1, -0.2, -0.5], [-0.3, 0.7, 0.7], [-0.6, 0.2, -1.6], [-1.7, 0.4, 0.0], [-0.9, 0.5, -0.3]],
  "lowdin_charge": [-0.259, -0.068, -0.541, -0.481, -0.080, 0.880, 0.093, 0.053, -0.077, 0.117, 0.042, 0.091, 0.134, 0.112, -0.017]
}

=====

No. 4
{
  "formula": "C5H7NO",
  "method": "the ωB97M-V functional and the def2-TZVPD basis",
  "largest_force_ev_per_a": 3.71,
  "homo_ev": -8.08,
  "e_tot_ev": -8831.6256,
  "lumo_energy_ev": -0.09,
  "e_above_lowest_ev": 4.577,
  "elements": ["C", "C", "C", "C", "O", "N", "C", "H", "H", "H", "H", "H", "H", "H"],
  "positions_angstrom": [[-1.543209, 0.467589, 1.196645], [-0.089392, -0.791512, -0.473780], [-1.292733, -0.373937, -0.007712], [2.432304, 0.864197, -0.411740], [-0.042547, -1.760416, -1.446314], [0.918314, -0.879906, 0.556278], [1.518740, 0.006706, -0.023612], [-0.407833, -1.469109, -2.293772], [-2.183481, -0.663419, -0.559066], [-0.656534, 1.020424, 1.513993], [-2.331614, 1.195595, 0.975709], [-1.887935, -0.155046, 2.027103], [3.345215, 0.978717, 0.157244], [2.220704, 1.560118, -1.210975]],
  "forces_ev_per_a": [[0.2, 0.4, -0.2], [-3.3, -1.6, 0.6], [0.2, 0.8, -0.8], [-0.3, 1.0, -1.0], [0.7, 0.1, -0.6], [0.2, -0.9, 0.8], [2.0, 0.7, 0.7], [0.1, 0.2, 0.4], [0.1, -0.1, -0.1], [-0.1, -0.2, 0.0], [0.1, -0.1, 0.1], [0.0, 0.0, 0.0], [0.0, -0.5, -0.1], [0.0, 0.1, 0.2]],
  "lowdin_charge": [-0.081, -0.431, -0.054, 0.006, 0.051, 0.165, -0.230, 0.114, 0.116, 0.075, 0.076, 0.087, 0.058, 0.048]
}

=====

No. 5
{
  "formula": "C5H13NP",
  "method": "the ωB97M-V functional and the def2-TZVPD basis",
  "total_charge": 1,
  "largest_force_ev_per_a": 5.19,
  "homo_ev": [-12.32, -12.20],
  "e_tot_ev": -16163.4589,
  "lumo_energy_ev": [-3.98, -3.73],
  "e_above_lowest_ev": 4.164,
  "elements": ["C", "C", "C", "C", "C", "N", "P", "H", "H", "H", "H", "H", "H", "H", "H", "H", "H", "H", "H", "H"],
  "positions_angstrom": [[0.087973, 2.031461, -0.787573], [1.141105, 1.520530, -1.841251], [0.334141, 0.822659, 0.123936], [-0.076575, -1.648202, -0.626447], [-1.288238, -0.637045, 1.259219], [-0.560153, -0.366125, -0.074015], [1.687759, 0.772300, 1.320476], [0.423521, 2.918217, -0.440942], [-0.902998, 2.182688, -1.252731], [0.891990, 0.955403, -2.648229], [2.167687, 1.651752, -1.632278], [0.447482, -1.361694, -1.555932], [0.744342, -2.113669, 0.022592], [-0.914634, -2.262420, -0.890152], [-1.403755, 0.355114, 1.675323], [-2.249376, -1.141803, 1.113315], [-0.615615, -1.267036, 1.907510], [-1.205271, 0.107834, -0.810966], [0.695405, 0.850345, 2.347251], [1.679141, 2.190010, 1.371322]],
  "forces_ev_per_a": [[0.1, -3.3, -2.8], [-1.9, 0.9, 4.8], [1.0, 0.6, -3.2], [2.9, 0.4, -0.8], [0.6, 0.0, -0.1], [-1.8, 1.7, -0.3], [-0.6, 0.4, 0.8], [0.8, 2.7, 1.7], [0.2, -0.4, 0.5], [-0.9, -1.7, -2.1], [0.9, 0.3, 0.3], [-0.2, -0.4, 0.3], [-1.6, 0.6, -0.6], [-0.3, -0.5, 0.4], [-0.4, -0.1, 0.4], [0.3, 0.1, -0.2], [-0.7, 0.7, -0.8], [0.6, -1.6, 1.6], [0.5, -0.3, 0.4], [0.4, -0.1, -0.2]],
  "lowdin_charge": [-0.224, 0.129, -0.530, -0.016, 0.004, -0.219, 0.887, 0.053, 0.124, 0.024, 0.054, 0.099, 0.137, 0.101, 0.087, 0.109, 0.119, 0.206, -0.082, -0.061]
}

=====

No. 6
{
  "formula": "C5H6N5O2",
  "method": "the ωB97M-V functional and the def2-TZVPD basis",
  "total_charge": -1,
  "largest_force_ev_per_a": 3.48,
  "homo_ev": -5.62,
  "e_tot_ev": -16827.5912,
  "lumo_energy_ev": 3.71,
  "e_above_lowest_ev": 1.161,
  "elements": ["C", "C", "C", "C", "C", "N", "N", "N", "N", "N", "O", "O", "H", "H", "H", "H", "H", "H"],
  "positions_angstrom": [[-0.462948, 0.802277, 0.534741], [1.619200, -0.540930, -0.309249], [-0.627675, -0.275379, -1.480848], [2.428941, 0.073588, 0.859024], [-1.734344, -1.209368, -1.142185], [-2.033936, 1.571250, 1.574455], [-1.698573, 0.512952, 0.876638], [-0.006260, 1.942919, 1.064062], [-1.062936, 2.395475, 1.761741], [0.337729, -0.049386, -0.444222], [2.115150, -1.403696, -1.063183], [-0.669575, 0.286352, -2.557740], [3.542947, 0.126700, 0.368837], [2.052992, 1.029310, 1.173912], [2.298988, -0.663255, 1.686991], [-2.506886, -0.797198, -0.381287], [-2.184114, -1.754436, -2.038487], [-1.408700, -2.047175, -0.483200]],
  "forces_ev_per_a": [[3.2, -0.5, -0.7], [0.5, -0.4, -0.6], [-1.0, -0.5, -1.9], [1.7, -1.5, -1.9], [-1.9, -2.7, 1.2], [-2.3, 0.4, 2.0], [0.3, 0.4, -0.3], [0.1, -0.5, -0.4], [0.7, -0.2, -0.9], [-1.4, 1.5, 1.3], [-1.2, 1.6, 1.2], [1.1, -0.1, 1.1], [-2.6, -0.2, 1.8], [0.0, 0.4, 0.0], [0.7, 0.6, -0.5], [1.2, -0.1, -2.0], [0.5, 1.3, 0.9], [0.5, 0.4, -0.4]],
  "lowdin_charge": [-0.409, -0.471, -0.456, -0.016, -0.060, -0.146, -0.014, 0.002, -0.117, 0.098, -0.004, 0.098, 0.132, 0.018, 0.084, 0.088, 0.094, 0.080]
}

=====

No. 7
{
  "formula": "C5H9NO",
  "method": "the ωB97M-V functional and the def2-TZVPD basis",
  "largest_force_ev_per_a": 0.51,
  "homo_ev": -9.33,
  "e_tot_ev": -8866.0779,
  "lumo_energy_ev": 1.12,
  "smiles": "C[C@H]1N[C@H]1[C@H]1CO1",
  "e_above_lowest_ev": 3.135,
  "elements": ["C", "C", "N", "C", "C", "C", "O", "H", "H", "H", "H", "H", "H", "H", "H", "H"],
  "positions_angstrom": [[-1.958025, -0.409622, -0.093965], [-1.123296, 0.521069, 0.764649], [0.054015, 0.343929, 1.611192], [0.216353, 0.935698, 0.288833], [0.894294, 0.115667, -0.774382], [2.206212, -0.487360, -0.532171], [1.022657, -1.279136, -0.532047], [-2.406538, 0.303865, -0.794967], [-2.774290, -0.901520, 0.442364], [-1.433376, -1.161486, -0.689798], [-1.770651, 1.294526, 1.173122], [0.422574, -0.604072, 1.622625], [0.465319, 1.995880, 0.231789], [0.624564, 0.360619, -1.803907], [2.891404, -0.661897, -1.360623], [2.668781, -0.366153, 0.447283]],
  "forces_ev_per_a": [[0.0, -0.1, 0.0], [-0.3, 0.3, -0.3], [0.1, -0.3, 0.1], [0.1, 0.1, -0.1], [-0.1, 0.2, 0.0], [0.3, 0.1, 0.0], [-0.1, -0.1, 0.0], [-0.2, -0.3, -0.1], [0.2, 0.1, 0.1], [0.2, 0.1, 0.3], [0.2, 0.1, 0.0], [-0.2, -0.1, -0.2], [0.1, -0.2, 0.2], [0.1, 0.0, 0.1], [-0.1, 0.0, 0.1], [-0.1, 0.0, -0.1]],
  "lowdin_charge": [-0.049, -0.316, 0.075, -0.248, -0.269, -0.102, -0.057, 0.083, 0.073, 0.071, 0.126, 0.095, 0.139, 0.149, 0.111, 0.119]
}

=====

No. 8
{
  "formula": "C5H6ClNO",
  "method": "the ωB97M-V functional and the def2-TZVPD basis",
  "largest_force_ev_per_a": 6.65,
  "homo_ev": -10.20,
  "e_tot_ev": -21339.5076,
  "lumo_energy_ev": 0.61,
  "smiles": "N#C[C@]1(CCl)C[C@@H]1O",
  "e_above_lowest_ev": 2.975,
  "elements": ["C", "C", "C", "C", "C", "H", "H", "H", "H", "H", "H", "N", "O", "Cl"],
  "positions_angstrom": [[0.598079, -0.862870, -0.387209], [1.055982, -0.404340, 0.889954], [-0.132307, 0.392611, 0.199259], [-1.514149, 0.253427, 0.494575], [0.430045, 1.577529, -0.354837], [0.842162, -0.776588, -2.296038], [0.059579, -1.940099, -0.281462], [1.912685, 0.329792, 0.924193], [0.800565, -1.249380, 1.622248], [-1.804250, 1.347765, 0.877950], [-1.838837, -0.405187, 1.370451], [0.936073, 2.498385, -0.770242], [1.408953, -0.877777, -1.528218], [-2.754582, 0.116736, -0.760629]],
  "forces_ev_per_a": [[-0.7, -3.1, -1.5], [0.0, 0.1, 1.4], [2.9, -3.2, -1.4], [-3.9, 3.5, 4.0], [-1.4, -1.2, 0.7], [-0.1, 0.0, -0.2], [0.6, 2.9, -0.3], [-0.7, -1.6, 0.5], [0.7, 2.2, -0.3], [0.5, -2.3, -0.3], [1.0, 0.5, -1.5], [1.1, 2.1, -1.0], [-0.2, 0.7, 0.7], [0.2, -0.6, -0.9]],
  "lowdin_charge": [-0.356, -0.008, -0.428, -0.604, -0.209, 0.103, 0.199, 0.147, 0.148, 0.119, 0.115, 0.197, 0.009, 0.566]
}